Record 1
Computed, not measured: a cluster of 3 separate species, C21H25N3O5P in total in a non-equilibrium geometry, with ωB97M-V with the def2-TZVPD basis set.

Output
total energy	-46166.4143	eV
largest force on an atom	5.41	eV Å⁻¹
HOMO level	-11.88	eV

```
! wB97M-V def2-TZVPD RIJCOSX def2/J DEFGRID3
* xyz 1 1
C 4.90050 0.87140 1.64769
C 3.68042 1.73212 0.98345
C 3.76199 1.75369 -0.62950
C 2.46423 2.45554 -1.33070
N 1.71289 3.30380 -0.35944
C 2.17927 4.59008 0.14371
C 1.06277 5.07626 1.08520
P 0.87223 6.63310 2.12902
O -0.09192 6.25789 3.29438
N 0.01155 4.07219 1.07699
C 0.42031 3.01357 0.18730
C -0.59906 1.80213 -0.01608
C 0.07094 0.40179 -0.38652
N -0.00213 -0.58457 0.50125
H 4.67954 -0.24764 1.61098
H 5.86622 1.17475 1.10069
H 5.02967 1.25161 2.73358
H 2.66678 1.28232 1.26247
H 3.74442 2.76787 1.46771
H 3.99561 0.71761 -1.05541
H 4.68112 2.41443 -0.88375
H 1.82347 1.72847 -1.92910
H 2.91389 3.18960 -2.10695
H 3.15871 5.11884 -0.08259
H 0.18329 7.61728 1.32914
H 2.10450 7.14433 2.64573
H -0.89565 4.08810 1.58292
H -1.12101 1.64685 1.00761
H -1.44511 2.12548 -0.73707
H 0.58140 0.13983 -1.37940
H 0.44437 -1.44451 0.11625
C -1.01511 -5.65153 2.15794
C -0.18465 -4.71982 1.68793
C -0.16223 -4.36623 0.25292
O 0.60106 -3.51325 -0.17683
C -1.09564 -5.08341 -0.64004
C -1.92683 -6.01556 -0.17021
C -1.94984 -6.36932 1.26424
O -2.70803 -7.21722 1.69449
H -1.04437 -5.92346 3.20572
H 0.50526 -4.18456 2.32892
H -1.06536 -4.81418 -1.68091
H -2.61663 -6.55058 -0.81129
C -4.04283 -2.45956 -3.02588
C -4.96513 -1.50360 -2.90340
C -4.84145 -0.44613 -1.87797
O -5.68199 0.42524 -1.76361
C -3.65620 -0.48870 -0.99502
C -2.73428 -1.44448 -1.11716
C -2.85829 -2.50098 -2.14314
O -2.01447 -3.37096 -2.25650
H -4.11732 -3.24184 -3.77095
H -5.83833 -1.45785 -3.54230
H -3.58148 0.29373 -0.24961
H -1.86107 -1.48990 -0.47693
*
```



Record 2
Computed, not measured: a structure of composition C21H25N5O4S2 in a non-equilibrium geometry, with ωB97M-V with the def2-TZVPD basis set.

Output
total energy	-59475.2451	eV
largest force on an atom	17.76	eV Å⁻¹
HOMO level	-8.09	eV
energy above the lowest of the compared OMol25 structures with the same formula, charge and spin	482.0	kcal per mole

```
! wB97M-V def2-TZVPD RIJCOSX def2/J DEFGRID3
* xyz 0 1
C -2.03565 3.21146 3.34716
C -1.41399 4.37594 3.33705
C -0.35910 4.64732 2.38432
N -0.19190 3.52490 1.28711
C 0.35490 2.41234 1.54575
N 0.77137 1.34519 0.75112
C 0.28723 1.40863 -0.54498
C -0.66929 2.37433 -0.77779
C -1.11630 2.11557 -2.11401
C -0.70498 1.04989 -2.65608
S 0.43059 -0.01102 -1.36502
C -1.00265 0.24970 -3.90690
C 0.11858 0.13021 -4.85345
H 0.96820 -0.64524 -4.13905
H -0.06588 -0.37317 -5.70124
H 1.00600 0.97519 -4.99491
H -1.58241 -0.40330 -3.97453
H -1.52987 1.13209 -4.62126
H -1.68236 2.94558 -2.51694
C -0.64994 3.58875 0.00488
O -1.48423 4.52031 -0.25370
S 1.51192 2.23256 3.17737
C 2.13751 0.62974 3.13544
C 1.12040 -0.33570 2.66478
O -0.28857 -0.32993 3.49624
C 1.17442 -1.28938 1.78028
C 0.01711 -2.03582 1.09278
N -1.03797 -2.09956 2.01975
H -1.81128 -2.45183 1.33118
H -1.07894 -1.28172 2.56074
N 0.25781 -2.96996 0.27027
C 1.33620 -3.06255 -0.54572
O 1.57141 -3.64668 -1.51864
N 2.43999 -2.30757 -0.13312
C 2.46770 -1.52262 1.04713
O 3.64920 -1.06295 1.69363
C 3.61445 -2.50366 -0.66927
H 4.78111 -1.88427 -0.23313
H 3.71729 -2.03700 -1.70703
H 4.16317 -3.63716 -0.84282
C -0.72348 -3.60850 -0.44951
C -1.35147 -3.14995 -1.57137
C -2.55461 -2.05867 -1.10816
H -3.14922 -1.57545 -2.01725
H -3.33466 -2.54042 -0.29945
H -2.11257 -1.02231 -0.51902
H -2.20694 -3.73660 -2.07015
H -0.95763 -2.48355 -2.27316
H -0.37867 -4.68165 -0.67245
H -1.36684 -4.21189 0.42438
H 2.40746 0.41214 4.11889
H 2.81266 0.66809 2.40019
H -0.77245 5.52474 1.81319
H 0.64422 4.91058 2.63829
H -1.45682 5.20237 3.95133
H -2.60916 3.07139 4.16073
H -2.08107 2.30107 2.61616
*
```



Record 3
Computed, not measured: the molecule C21H25NO4S, with ωB97M-V with the def2-TZVPD basis set.

Output
SMILES string	Cc1cc(C)cc(OCC(=O)N(Cc2ccccc2)[C@H]2CCS(=O)(=O)C2)c1
total energy	-42698.1157	eV
largest force on an atom	0.82	eV Å⁻¹
HOMO level	-8.58	eV
energy above the lowest of the compared OMol25 structures with the same formula, charge and spin	12.4	kcal per mole

```
! wB97M-V def2-TZVPD RIJCOSX def2/J DEFGRID3
* xyz 0 1
C -4.68258 -1.36521 -0.84070
C -3.76902 -0.38340 -0.17335
C -3.91183 -0.10707 1.18369
C -3.08841 0.80793 1.81184
C -3.24602 1.12305 3.26965
C -2.09099 1.44993 1.08184
C -1.91947 1.16766 -0.26351
O -0.96167 1.68363 -1.09036
C 0.01466 2.59458 -0.64513
C 1.42098 2.14672 -1.05494
O 2.09537 2.84455 -1.79057
N 1.90114 0.98575 -0.54642
C 1.16414 0.12368 0.35185
C 0.31161 -0.92598 -0.32835
C -0.43005 -1.78654 0.47219
C -1.22673 -2.76098 -0.09641
C -1.28921 -2.88989 -1.47407
C -0.55196 -2.03769 -2.27559
C 0.24568 -1.05864 -1.70668
C 3.23093 0.60593 -1.02717
C 4.32938 1.41926 -0.30751
C 4.48054 0.88140 1.09537
S 4.35572 -0.92429 0.82925
O 3.46004 -1.50944 1.79451
O 5.66323 -1.50387 0.71822
C 3.57276 -0.85428 -0.83004
C -2.77824 0.26006 -0.88577
H -4.37239 -1.54663 -1.86585
H -5.70406 -0.98605 -0.84725
H -4.68170 -2.31050 -0.30103
H -4.68148 -0.61172 1.74931
H -2.32040 0.91994 3.80714
H -3.48624 2.17690 3.40654
H -4.04031 0.52773 3.71146
H -1.47505 2.17160 1.59963
H -0.15701 3.55734 -1.14353
H -0.00755 2.75994 0.43585
H 0.51455 0.73503 0.98385
H 1.86311 -0.38381 1.02245
H -0.37940 -1.68617 1.54618
H -1.80067 -3.42085 0.53651
H -1.91232 -3.65066 -1.92005
H -0.59765 -2.12937 -3.35096
H 0.80106 -0.38705 -2.34460
H 3.25705 0.87897 -2.09035
H 4.06804 2.47701 -0.32801
H 5.26557 1.28628 -0.85161
H 3.67472 1.17739 1.75960
H 5.44413 1.09468 1.54345
H 4.33603 -1.17523 -1.53205
H 2.72472 -1.52903 -0.86210
H -2.63278 0.06742 -1.93641
*
```



Record 4
Computed, not measured: a structure of composition C21H26AsBrCoN3O2S, with ωB97M-V with the def2-TZVPD basis set.

Output
total energy	-210091.8353	eV
largest force on an atom	0.40	eV Å⁻¹
HOMO level (spin up / spin down)	-13.07 / -13.05	eV
energy above the lowest of the compared OMol25 structures with the same formula, charge and spin	0.0	kcal per mole

```
! wB97M-V def2-TZVPD RIJCOSX def2/J DEFGRID3
* xyz 2 5
Co 1.20419 0.61449 -0.81303
C 0.47581 2.32384 -3.23656
O -0.04486 1.40409 -2.23483
C -1.14719 0.64617 -2.55053
C -1.87799 0.79677 -3.71498
C -2.95031 -0.05375 -3.97429
Br -3.91891 0.14212 -5.56185
C -3.29324 -1.03722 -3.06893
C -2.58158 -1.16897 -1.86669
C -1.48731 -0.33867 -1.62619
O -0.65802 -0.44708 -0.51078
C -3.05754 -2.17263 -0.93647
N -3.73920 -3.26228 -1.34625
C -4.04293 -3.93610 -0.24156
C -4.75529 -5.16787 -0.11667
C -4.97053 -5.63509 1.14459
C -4.49907 -4.92276 2.27751
C -3.78167 -3.71666 2.19018
C -3.56121 -3.25443 0.92508
N -2.90664 -2.13618 0.41488
H 0.74848 1.76528 -4.12975
H 1.36020 2.76501 -2.78796
H -0.26725 3.09087 -3.44071
H -1.61414 1.55308 -4.43952
H -4.11997 -1.70525 -3.26025
H -0.62823 -1.35529 -0.17772
H -5.10068 -5.67683 -1.00549
H -5.50715 -6.55851 1.30865
H -4.70151 -5.33225 3.25864
H -3.44095 -3.21293 3.08354
H -2.68540 -1.30352 0.94155
S 4.60098 -1.63340 -3.01217
C 3.44237 -0.87037 -2.26777
N 2.56946 -0.29176 -1.69929
C 1.04191 4.13075 1.72516
C 1.48158 2.82267 2.36975
As 2.35219 1.63504 1.10022
C 3.84666 2.65254 0.37589
C 4.82660 3.23770 1.38561
C 3.05324 0.12984 2.12695
C 3.82807 0.46582 3.39552
H 0.52583 4.75622 2.45232
H 0.35674 3.96095 0.89137
H 1.89214 4.70211 1.35172
H 0.63266 2.28124 2.79078
H 2.18284 3.00168 3.18599
H 3.37993 3.44541 -0.21434
H 4.34408 1.98942 -0.33452
H 4.32285 3.76804 2.19485
H 5.48000 3.95292 0.88687
H 5.46045 2.47035 1.82360
H 3.65819 -0.44338 1.42103
H 2.18288 -0.48742 2.36362
H 4.78615 0.92940 3.17436
H 4.03048 -0.44673 3.95562
H 3.27180 1.13350 4.05324
*
```



Among the records above, which one has the lowest total energy? C21H26AsBrCoN3O2S